[1]
{"formula": "C28H36OP", "method": "ωB97M-V/def2-TZVPD", "symbols": ["C", "C", "C", "P", "C", "C", "C", "C", "C", "C", "H", "H", "H", "H", "H", "H", "H", "H", "H", "H", "H", "H", "H", "H", "H", "H", "H", "H", "H", "H", "H", "C", "C", "C", "C", "O", "C", "C", "C", "C", "C", "C", "C", "C", "C", "C", "C", "C", "C", "C", "C", "H", "H", "H", "H", "H", "H", "H", "H", "H", "H", "H", "H", "H", "H", "H"], "xyz": [[-2.15360, -1.36215, -4.52323], [-1.91077, -1.32978, -3.01359], [-3.19659, -1.51848, -2.20027], [-0.94032, 0.14973, -2.38518], [0.66467, -0.13687, -3.33955], [1.20985, -1.55388, -3.13068], [1.73263, 0.87432, -2.91917], [-1.69749, 1.56775, -3.38054], [-1.07203, 2.90315, -2.96845], [-3.21735, 1.65532, -3.22188], [-2.66750, -2.30104, -4.77296], [-2.78912, -0.53835, -4.86611], [-1.22100, -1.34150, -5.09961], [-1.25973, -2.18313, -2.76710], [-3.71432, -2.42171, -2.54618], [-2.96070, -1.65285, -1.13774], [-3.88685, -0.67365, -2.29332], [0.41592, 0.01330, -4.40443], [2.19405, -1.63936, -3.60770], [1.34015, -1.76064, -2.06076], [0.57130, -2.33154, -3.56043], [2.68343, 0.61830, -3.40251], [1.49369, 1.90180, -3.20094], [1.88885, 0.83848, -1.83378], [-1.44913, 1.36133, -4.43555], [-1.58992, 3.72000, -3.48727], [-1.17998, 3.06988, -1.88814], [-0.01256, 2.97755, -3.22396], [-3.57672, 2.57336, -3.70660], [-3.76211, 0.82253, -3.67533], [-3.49614, 1.71863, -2.16150], [4.94179, -4.15186, 2.79337], [4.79341, -3.16166, 3.77161], [3.53372, -2.86417, 4.29898], [2.43181, -3.57434, 3.81585], [1.13888, -3.24093, 4.23786], [0.56983, -2.07278, 3.74035], [-0.31340, -2.17412, 2.65200], [-0.78362, -1.01740, 2.06946], [-0.44961, 0.28615, 2.56661], [-0.95561, 1.39985, 1.83714], [-0.80559, 2.79638, 2.06530], [-1.62399, 3.67497, 1.27624], [-1.55646, 5.05444, 1.41490], [-0.68774, 5.62997, 2.35866], [0.13105, 4.79874, 3.13890], [0.10782, 3.41493, 2.97584], [0.34604, 0.32255, 3.75377], [0.88327, -0.83069, 4.30759], [2.56077, -4.60021, 2.87368], [3.82382, -4.86669, 2.34817], [5.93131, -4.37513, 2.38372], [5.66175, -2.61087, 4.13553], [3.38757, -2.10309, 5.06520], [-0.58318, -3.16222, 2.27627], [-1.43795, -1.08393, 1.19841], [-1.62824, 1.13060, 1.01621], [-2.31665, 3.22187, 0.56161], [-2.18753, 5.69143, 0.79124], [-0.64801, 6.71424, 2.47475], [0.80225, 5.24352, 3.87785], [0.82009, 2.81499, 3.53734], [0.54338, 1.25863, 4.26497], [1.53543, -0.79888, 5.18325], [1.66777, -5.13921, 2.56076], [3.92520, -5.64559, 1.59107]], "forces_ev_per_angstrom": [[-0.1, -0.2, -0.1], [0.2, 0.1, 0.2], [0.0, -0.1, -0.1], [-0.1, -0.1, -0.5], [-0.4, 0.2, 0.0], [0.0, 0.0, -0.1], [0.2, 0.0, -0.1], [0.3, -0.4, 0.0], [-0.1, 0.2, -0.1], [-0.1, 0.2, 0.0], [0.1, 0.2, 0.0], [0.1, -0.2, 0.0], [-0.2, 0.0, 0.1], [-0.2, 0.2, 0.0], [0.0, 0.1, 0.1], [-0.1, 0.0, -0.1], [0.1, -0.3, 0.1], [0.2, -0.1, 0.3], [-0.2, 0.0, 0.1], [0.0, 0.0, -0.1], [0.1, 0.2, 0.1], [-0.1, 0.1, 0.1], [0.1, -0.2, 0.1], [0.0, 0.0, -0.1], [-0.1, 0.2, 0.2], [0.1, -0.1, 0.1], [0.0, 0.0, -0.1], [-0.3, 0.0, 0.1], [0.1, -0.2, 0.1], [0.2, 0.2, 0.1], [0.0, 0.0, -0.1], [-0.2, 0.1, 0.1], [-0.1, -0.1, 0.0], [-0.2, -0.4, -0.4], [0.6, 0.1, -0.5], [-1.1, 1.0, 0.0], [0.8, -1.1, -0.2], [0.1, 0.1, 0.2], [-0.2, 0.2, -0.1], [0.0, -0.4, -0.1], [0.0, -0.4, 0.9], [0.1, 1.0, -0.3], [0.3, -0.4, 0.2], [0.0, 0.0, 0.1], [-0.2, -0.6, -0.2], [0.0, -0.3, 0.0], [-0.2, 0.2, -0.1], [0.3, -0.2, 0.2], [-0.2, 0.4, -0.1], [0.0, 0.6, 0.3], [0.1, 0.0, 0.2], [-0.4, 0.1, 0.2], [-0.2, -0.2, -0.1], [0.2, -0.2, -0.2], [0.1, 0.3, 0.1], [0.2, 0.0, 0.1], [0.3, 0.1, 0.1], [0.2, 0.2, 0.2], [0.2, -0.2, 0.2], [0.0, -0.3, 0.0], [-0.2, -0.2, -0.3], [-0.2, 0.4, -0.2], [-0.1, -0.3, -0.1], [-0.4, 0.1, -0.3], [0.3, 0.1, 0.0], [0.1, 0.2, 0.2]], "lowdin_charge": [-0.108, -0.579, -0.135, 1.053, -0.576, -0.131, -0.136, -0.567, -0.131, -0.133, 0.085, 0.065, 0.072, 0.081, 0.081, 0.055, 0.051, 0.101, 0.081, 0.078, 0.061, 0.079, 0.045, 0.073, 0.106, 0.081, 0.057, 0.048, 0.082, 0.053, 0.074, -0.076, -0.068, -0.010, -0.247, 0.013, -0.186, 0.044, 0.023, -0.167, 0.124, -0.174, 0.003, -0.042, -0.016, -0.041, 0.011, 0.030, 0.038, -0.003, -0.069, 0.111, 0.111, 0.110, 0.138, 0.114, 0.115, 0.118, 0.121, 0.124, 0.121, 0.097, 0.100, 0.130, 0.122, 0.112], "e_lumo_ev": -5.61, "total_charge": 1, "energy_ev": -40948.9460}


[2]
{"formula": "C28H37BInN10O2S", "method": "ωB97M-V/def2-TZVPD", "symbols": ["In", "C", "C", "C", "C", "N", "N", "B", "N", "C", "C", "C", "C", "N", "N", "C", "C", "C", "C", "N", "N", "C", "C", "C", "C", "N", "H", "H", "H", "H", "H", "H", "H", "H", "H", "H", "H", "H", "H", "H", "H", "H", "H", "H", "H", "H", "C", "C", "N", "C", "C", "C", "S", "N", "C", "O", "C", "C", "C", "C", "C", "C", "H", "H", "H", "H", "H", "H", "H", "H", "H", "H", "H", "H", "H", "H", "H", "O", "H", "H"], "xyz": [[-0.60602, 0.29054, -0.08604], [-0.07304, -1.32266, -3.55601], [0.29974, 0.09235, -3.26770], [1.14817, 0.92280, -3.99757], [1.06786, 2.16070, -3.38279], [0.22700, 2.06759, -2.34459], [-0.24567, 0.78355, -2.25844], [-0.48099, 3.18199, -1.48067], [0.18063, 3.21059, -0.06460], [0.56089, 4.27951, 0.64708], [0.88597, 3.87103, 1.92636], [0.66345, 2.49452, 1.93992], [0.78196, 1.52738, 3.06830], [0.25196, 2.11169, 0.72581], [-1.95562, 2.71906, -1.35556], [-3.02094, 3.00149, -2.11970], [-4.07280, 2.19376, -1.73825], [-3.56114, 1.38470, -0.72495], [-4.22202, 0.28065, 0.02900], [-2.28220, 1.71360, -0.50003], [-0.38149, 4.55292, -2.06854], [-1.22764, 5.61166, -1.94291], [-0.57169, 6.72549, -2.38795], [0.71173, 6.26711, -2.76447], [1.85217, 7.06586, -3.30511], [0.82449, 4.96732, -2.55517], [-0.49138, -1.39291, -4.56004], [-0.82750, -1.68620, -2.85748], [0.80115, -1.97423, -3.52194], [1.70516, 0.67570, -4.88501], [1.51103, 3.11370, -3.62102], [0.57675, 5.25859, 0.19578], [1.23451, 4.48515, 2.73811], [1.77143, 1.56911, 3.52309], [0.60002, 0.50396, 2.73080], [0.05147, 1.75596, 3.84449], [-2.96975, 3.76477, -2.87839], [-5.07336, 2.19704, -2.13389], [-5.28912, 0.46813, 0.12720], [-3.80460, 0.18450, 1.03196], [-4.10706, -0.67292, -0.49040], [-2.21525, 5.50667, -1.52558], [-0.95699, 7.72826, -2.45462], [1.50920, 8.03532, -3.65974], [2.33405, 6.54369, -4.13006], [2.60378, 7.23672, -2.53363], [2.89542, -4.33392, -4.26538], [2.12520, -5.02384, -3.15243], [2.86905, -5.03872, -1.88631], [4.04880, -5.93230, -1.76712], [5.36567, -5.17567, -1.75143], [2.50529, -4.29175, -0.88768], [1.14859, -3.18950, -0.93020], [3.11586, -4.27545, 0.31042], [2.51056, -3.46505, 1.12950], [1.43994, -2.79511, 0.66130], [2.88645, -3.22776, 2.50605], [2.21248, -2.27721, 3.27752], [2.58322, -2.08013, 4.59277], [3.61936, -2.83088, 5.13898], [4.29116, -3.77602, 4.37354], [3.92906, -3.97935, 3.05532], [2.29122, -4.31775, -5.17162], [3.81816, -4.86569, -4.49422], [3.14652, -3.30717, -3.99488], [1.90258, -6.06029, -3.40697], [1.16141, -4.53378, -2.97929], [3.99466, -6.60109, -2.62408], [3.91793, -6.52897, -0.86543], [5.44481, -4.50216, -2.60466], [6.18538, -5.89041, -1.81062], [5.48203, -4.59962, -0.83580], [1.39986, -1.70892, 2.84611], [2.06513, -1.35122, 5.20066], [3.90094, -2.68141, 6.17280], [5.09395, -4.35484, 4.80818], [4.43812, -4.71469, 2.44807], [1.97329, 0.03456, -0.52582], [2.19611, 0.50552, -1.34269], [2.48611, 0.47125, 0.16656]], "forces_ev_per_angstrom": [[-0.1, 0.5, -0.5], [0.0, 0.0, 0.0], [0.0, 0.0, 0.0], [0.0, 0.0, 0.0], [0.0, 0.0, 0.0], [-0.1, 0.0, 0.0], [0.1, 0.0, 0.0], [0.1, 0.0, 0.0], [-0.2, -0.1, 0.0], [0.0, 0.0, 0.0], [0.0, 0.0, 0.0], [0.0, 0.0, 0.0], [0.0, 0.0, 0.0], [0.1, -0.1, 0.2], [0.1, 0.0, 0.1], [0.0, 0.1, 0.0], [0.0, 0.0, 0.0], [0.0, 0.0, 0.0], [0.0, 0.0, 0.0], [-0.3, -0.3, 0.1], [0.0, 0.0, -0.1], [0.0, 0.1, 0.1], [0.0, 0.0, 0.0], [0.1, 0.0, 0.0], [0.0, 0.0, 0.0], [-0.1, 0.0, 0.0], [0.0, 0.0, 0.0], [0.0, 0.0, 0.0], [0.0, 0.0, 0.0], [0.0, 0.0, 0.0], [0.0, 0.0, 0.0], [0.0, 0.0, 0.0], [0.0, 0.0, 0.0], [0.0, 0.0, 0.0], [0.0, 0.0, 0.0], [0.0, 0.0, 0.0], [0.0, 0.0, 0.0], [0.0, 0.0, 0.0], [0.0, 0.0, 0.0], [0.0, 0.0, 0.0], [0.0, 0.0, 0.0], [0.0, 0.0, 0.0], [0.0, 0.0, 0.0], [0.0, 0.0, 0.0], [0.0, 0.0, 0.0], [0.0, 0.0, 0.0], [0.0, 0.0, 0.0], [0.1, 0.1, 0.0], [0.0, 0.0, 0.0], [0.0, 0.0, 0.0], [0.0, 0.0, 0.0], [0.0, -0.1, -0.1], [0.1, -0.1, 0.2], [0.0, 0.0, 0.0], [0.0, 0.0, 0.1], [0.0, 0.0, -0.1], [0.0, 0.0, 0.0], [0.0, 0.0, 0.0], [0.0, 0.0, 0.0], [0.0, 0.0, 0.0], [0.0, 0.0, 0.0], [0.0, 0.0, 0.0], [0.0, 0.0, 0.0], [0.0, 0.0, 0.0], [0.0, 0.0, 0.0], [0.0, 0.0, 0.0], [0.0, 0.0, 0.0], [0.0, 0.0, 0.0], [0.0, 0.0, 0.0], [0.0, 0.0, 0.0], [0.0, 0.0, 0.0], [0.0, 0.0, 0.0], [0.0, 0.0, 0.0], [0.0, 0.0, 0.0], [0.0, 0.0, 0.0], [0.0, 0.0, 0.0], [0.0, 0.0, 0.0], [0.0, -0.1, 0.1], [0.0, 0.0, 0.0], [0.0, 0.0, 0.0]], "mulliken_spin": [0.696, 0.018, -0.003, -0.001, 0.008, 0.009, 0.052, 0.012, -0.006, 0.004, -0.001, 0.003, -0.017, 0.069, 0.009, 0.009, 0.001, 0.008, 0.025, 0.033, -0.001, 0.000, 0.000, 0.000, 0.000, 0.000, 0.000, 0.001, -0.005, -0.001, 0.001, 0.000, 0.000, 0.002, 0.033, 0.001, -0.001, 0.000, 0.000, -0.001, -0.003, 0.000, 0.000, 0.000, 0.000, 0.000, 0.000, 0.001, -0.001, 0.000, 0.000, 0.001, 0.013, 0.005, 0.008, -0.005, 0.000, -0.028, 0.007, 0.000, 0.000, 0.000, 0.000, 0.000, 0.000, 0.000, 0.000, 0.000, 0.000, 0.000, 0.000, 0.000, 0.022, 0.000, 0.000, 0.000, 0.000, 0.028, -0.001, -0.003], "e_lumo_ev": [-5.96, -7.65], "multiplicity": 2, "total_charge": 2, "energy_ev": -65307.5259}


[3]
{"formula": "C28H37Br2GeN4O4SSeW", "method": "ωB97M-V/def2-TZVPD", "symbols": ["W", "Br", "C", "C", "C", "C", "C", "C", "C", "C", "C", "C", "H", "H", "H", "H", "H", "H", "Br", "C", "C", "C", "C", "C", "N", "H", "H", "H", "H", "C", "Ge", "C", "C", "C", "Se", "C", "H", "H", "H", "H", "H", "H", "H", "H", "H", "H", "H", "H", "H", "H", "C", "C", "S", "O", "O", "C", "C", "N", "C", "N", "C", "C", "N", "O", "O", "C", "H", "H", "H", "H", "H", "H", "H", "H", "H", "H", "H", "H", "H"], "xyz": [[-0.51880, -0.73460, 0.09050], [-0.56670, -0.84570, 2.75270], [1.32200, -0.38870, 2.95600], [1.82210, -0.25800, 4.22300], [3.17640, 0.05370, 4.38450], [3.97370, 0.22530, 3.28290], [3.45060, 0.11130, 1.97830], [4.27380, 0.31030, 0.85060], [3.76810, 0.15670, -0.41510], [2.42710, -0.18540, -0.60120], [1.53160, -0.35850, 0.45640], [2.07200, -0.21300, 1.77820], [1.18660, -0.40070, 5.08270], [3.58010, 0.15180, 5.37800], [5.02340, 0.44390, 3.39760], [5.30820, 0.58060, 0.99830], [4.40630, 0.29730, -1.27260], [2.09820, -0.33230, -1.62400], [-3.38540, -1.04410, -0.49440], [-2.71610, -2.68640, 0.21930], [-3.49090, -3.78580, 0.51210], [-2.83200, -4.90040, 1.02520], [-1.44970, -4.85860, 1.20050], [-0.76160, -3.70470, 0.87640], [-1.38820, -2.61670, 0.38460], [-4.55860, -3.77270, 0.35210], [-3.38710, -5.78720, 1.29070], [-0.91800, -5.71160, 1.59470], [0.31590, -3.60940, 1.00630], [-3.65940, 3.60310, 2.08830], [-3.95270, 3.68010, 0.12620], [-3.83170, 5.50720, -0.62040], [-5.49870, 2.58530, -0.43730], [-2.34220, 2.59400, -0.74820], [-1.53750, 1.56020, 0.65060], [-0.03700, 2.71980, 1.08780], [-4.38800, 4.23920, 2.58310], [-2.66800, 3.95320, 2.36380], [-3.80030, 2.59170, 2.45820], [-4.59420, 6.12320, -0.14710], [-4.01340, 5.49160, -1.69160], [-2.86230, 5.95550, -0.42090], [-6.39160, 2.92750, 0.07760], [-5.35160, 1.53520, -0.19680], [-5.66850, 2.68770, -1.50540], [-1.60090, 3.23340, -1.22570], [-2.77880, 1.92040, -1.48550], [-0.41940, 3.73830, 1.19210], [0.72120, 2.68720, 0.30210], [0.38940, 2.39980, 2.04100], [3.25590, -5.66520, -6.31770], [2.27620, -4.66070, -6.86560], [1.39420, -3.78900, -5.52420], [0.03160, -4.25310, -5.44540], [2.10640, -3.81040, -4.26290], [1.26950, -1.98820, -5.99320], [-0.07640, -1.43670, -5.54030], [-0.07540, -0.85850, -4.20710], [-0.29800, -1.48660, -3.03600], [-0.31780, -0.59980, -2.02000], [-0.08080, 0.62850, -2.57080], [0.06670, 0.48170, -3.92230], [0.32320, 1.56150, -4.84760], [0.17910, 2.65680, -4.36840], [0.65310, 1.28220, -5.96730], [-0.40340, -2.94110, -2.85630], [3.75570, -6.16190, -7.14890], [2.75580, -6.42750, -5.72550], [4.01590, -5.17620, -5.71360], [1.47410, -5.11830, -7.43950], [2.77590, -3.88660, -7.44140], [1.34110, -1.93720, -7.07640], [2.11610, -1.47600, -5.54170], [-0.79720, -2.26070, -5.56640], [-0.39060, -0.65770, -6.23920], [0.00850, 1.53580, -1.99700], [-1.08750, -3.41110, -3.56240], [-0.69850, -3.19180, -1.83750], [0.57360, -3.40010, -3.06330]], "forces_ev_per_angstrom": [[1.8, 1.0, -0.1], [0.7, 0.2, 0.1], [0.1, 0.1, -0.1], [-0.4, -0.1, -0.2], [0.2, 0.0, -0.2], [-0.2, 0.0, 0.1], [-0.5, -0.1, 0.1], [-0.2, -0.1, -0.2], [0.0, 0.0, 0.0], [0.0, -0.1, -0.5], [-1.3, -0.5, -0.1], [0.0, 0.0, 0.6], [0.0, 0.0, 0.1], [0.1, 0.0, 0.1], [0.1, 0.1, 0.0], [0.1, 0.0, 0.0], [0.1, 0.0, -0.1], [0.0, 0.1, 0.1], [-0.2, -0.4, 0.1], [-0.2, 0.2, -0.3], [0.1, 0.2, 0.0], [0.3, 0.2, 0.0], [-0.1, 0.2, -0.1], [0.4, -0.3, 0.2], [-0.6, -0.9, 0.2], [0.0, 0.0, 0.0], [-0.1, -0.1, 0.0], [0.1, 0.0, 0.0], [-0.2, -0.1, 0.0], [-0.1, 0.0, -0.7], [0.4, 0.0, -0.2], [-0.2, -0.7, 0.3], [0.4, 0.5, 0.1], [-0.8, 0.5, 0.0], [0.1, 0.2, 0.4], [0.4, 0.2, 0.1], [-0.1, 0.1, 0.0], [0.1, 0.1, 0.1], [0.0, -0.1, 0.1], [0.0, 0.0, 0.0], [0.0, 0.0, -0.1], [0.1, 0.0, 0.0], [-0.1, 0.0, 0.1], [0.0, -0.1, 0.1], [0.0, 0.0, -0.1], [0.1, -0.1, 0.0], [0.1, 0.0, 0.0], [-0.1, -0.2, 0.0], [-0.2, 0.0, 0.1], [-0.1, 0.0, -0.1], [0.2, -0.2, 0.2], [-0.3, 0.5, 0.5], [0.0, 0.7, 0.0], [-0.3, -0.4, -0.5], [0.7, 0.0, -0.2], [0.1, -0.8, 0.1], [-0.2, -0.6, -1.0], [0.0, 0.3, 0.8], [0.0, -0.3, -0.1], [0.1, 0.0, -0.2], [0.2, 0.8, -1.0], [-0.2, 0.0, 1.5], [-0.2, -0.2, 0.5], [0.0, 0.5, 0.0], [0.3, -0.1, -0.6], [-0.1, -0.4, 0.1], [-0.1, 0.0, 0.0], [0.0, 0.0, 0.1], [0.0, 0.0, 0.1], [-0.1, 0.1, -0.1], [0.0, 0.1, -0.2], [0.0, 0.1, -0.1], [0.1, 0.0, -0.1], [0.0, 0.3, 0.1], [0.0, -0.2, 0.3], [-0.1, 0.0, -0.1], [-0.1, 0.1, 0.0], [0.0, 0.1, -0.2], [-0.2, 0.1, 0.2]], "mulliken_spin": [1.930, -0.003, -0.035, 0.003, -0.003, -0.004, -0.006, -0.017, 0.009, -0.027, 0.063, -0.075, 0.001, 0.000, 0.000, 0.000, 0.001, 0.022, 0.000, 0.044, -0.007, 0.035, -0.010, 0.041, -0.045, 0.000, 0.000, 0.000, 0.005, -0.001, -0.001, -0.001, 0.000, 0.009, -0.022, 0.012, 0.000, 0.000, 0.000, 0.000, 0.000, 0.000, 0.000, 0.000, 0.000, 0.001, 0.005, -0.002, 0.000, -0.001, 0.000, 0.000, 0.000, 0.000, 0.000, 0.002, -0.002, 0.008, 0.002, 0.050, 0.021, -0.008, 0.000, 0.000, 0.001, 0.006, 0.000, 0.000, 0.000, 0.000, 0.000, 0.000, 0.000, 0.000, 0.000, 0.003, 0.004, -0.008, 0.002], "e_lumo_ev": [-10.42, -10.05], "multiplicity": 3, "total_charge": 3, "energy_ev": -318365.4912}